A 12-piece molecular cluster, C5H34NO12 overall at a distorted geometry, computed with wB97M-V/def2-TZVPD.

ΔE to the lowest compared entry with this formula, charge and spin, kcal per mole: 83.5
F_max, eV/Å: 3.68
HOMO level, eV: -6.62
Charge: -1
HOMO-LUMO gap, Ha: 0.335

Geometry (Å):
C 1.125 3.405 0.238
O 2.243 2.495 0.392
C 0.344 3.113 -1.130
C -1.011 2.438 -0.785
C -1.013 1.109 -0.115
C -1.728 2.364 -2.172
N 1.051 2.218 -2.029
H 0.496 3.208 1.104
H 1.714 4.306 0.344
H 0.108 4.044 -1.641
H -1.575 3.206 -0.246
H -0.616 0.850 0.868
H -1.947 0.676 -0.415
H -0.180 0.468 -0.490
H -2.799 2.203 -2.027
H -1.255 1.618 -2.797
H -1.704 3.368 -2.586
H 1.204 1.377 -1.461
H 2.036 2.518 -2.164
H 2.244 1.537 0.696
H 3.543 0.036 0.918
O 2.617 -0.179 0.699
H 0.930 -3.095 1.238
H 1.210 -2.596 2.711
O 0.772 -3.336 2.168
H 1.798 -2.838 -1.536
H 2.757 -2.832 -0.482
O 1.879 -3.132 -0.615
H 1.957 -0.552 3.662
H 2.376 -0.643 1.712
O 2.091 -1.188 2.906
H -3.701 -1.031 0.415
H -3.230 -1.495 -1.011
O -3.296 -0.706 -0.441
H -3.841 0.367 0.594
H -3.209 1.116 1.787
O -3.991 1.124 1.245
H -1.087 -4.132 2.266
H -2.287 -3.171 2.743
O -2.013 -4.074 2.628
H 1.671 -0.571 -1.505
H 0.390 -0.946 -2.248
O 1.362 -0.894 -2.391
H 0.317 -1.844 -0.189
H -0.952 -2.906 -0.307
O -0.611 -1.987 -0.539
H 1.102 1.561 -3.981
H 1.126 0.071 -3.933
O 0.952 0.802 -4.565
H -0.763 -1.352 4.314
H 0.083 -0.834 3.044
O -0.788 -0.789 3.583

---

A 12-piece molecular cluster, C5H34NO12 overall at a distorted geometry, computed with wB97M-V/def2-TZVPD.

ΔE to the lowest compared entry with this formula, charge and spin, kcal per mole: 114.5
F_max, eV/Å: 5.16
HOMO level, eV: -6.23
Charge: -1
HOMO-LUMO gap, Ha: 0.321

Geometry (Å):
C 0.456 0.002 1.359
O 0.241 1.232 0.897
C 0.279 -1.062 0.369
C 1.136 -2.287 0.678
C 1.593 -3.355 -0.374
C 1.838 -2.677 -1.857
N -1.125 -1.649 0.173
H -0.052 -0.178 2.383
H 1.415 0.224 1.899
H 0.632 -0.486 -0.491
H 0.595 -2.843 1.502
H 2.066 -1.976 1.053
H 0.935 -4.175 -0.552
H 2.662 -3.881 -0.009
H 0.905 -2.819 -2.315
H 2.623 -2.951 -2.576
H 1.884 -1.593 -1.639
H -1.627 -1.875 1.108
H -1.711 -0.878 -0.097
H 1.174 2.578 -0.936
H 2.164 3.341 0.011
O 2.112 2.770 -0.787
H 3.064 1.593 2.383
H 2.556 0.204 2.345
O 3.392 0.713 2.486
H -2.185 0.596 -3.876
H -0.681 0.853 -3.468
O -1.300 0.103 -3.716
H -2.584 0.793 2.648
H -1.271 0.443 3.306
O -2.284 0.210 3.370
H -2.088 -2.883 3.198
H -2.239 -1.218 3.048
O -2.330 -2.147 2.645
H -3.009 1.245 -0.693
H -2.048 1.219 -1.830
O -3.010 1.088 -1.705
H -0.836 2.592 -1.379
H 0.023 1.454 -0.601
O -0.421 1.684 -1.523
H -1.317 -2.453 -1.653
H -1.858 -2.185 -3.080
O -1.807 -2.849 -2.409
H 0.882 2.438 -2.946
H 2.453 2.528 -2.695
O 1.742 2.889 -3.192
H -2.438 2.216 0.807
H -1.030 1.762 1.442
O -2.045 1.852 1.561
H 0.345 3.578 2.278
H 0.962 2.689 1.522
O 1.167 3.533 1.925

---

A 11-piece molecular cluster, C5H35N2O10S overall at a distorted geometry, computed with wB97M-V/def2-TZVPD.

ΔE to the lowest compared entry with this formula, charge and spin, kcal per mole: 144.7
F_max, eV/Å: 6.28
HOMO level, eV: -11.72
Charge: +1
HOMO-LUMO gap, Ha: 0.351

Geometry (Å):
N 0.606 -0.453 1.002
C -0.229 0.391 -0.072
C 0.653 0.446 -1.296
S 2.429 0.934 -1.293
C -1.559 -0.328 -0.477
N -2.044 -0.806 0.852
C -2.987 -1.915 0.791
C -2.868 -2.873 -0.306
H 1.267 -1.305 0.531
H 0.023 -0.774 1.729
H 1.219 0.195 1.491
H -0.534 1.413 0.365
H 0.368 1.239 -1.944
H 0.516 -0.388 -2.059
H 2.887 0.890 -0.053
H -1.076 -1.259 -1.076
H -2.245 0.208 -1.149
H -2.383 -0.056 1.513
H -4.117 -1.505 0.944
H -3.042 -2.535 1.601
H -2.422 -3.805 0.292
H -3.788 -3.263 -0.585
H -2.159 -2.649 -1.205
H 1.885 4.743 1.546
H 0.676 3.960 0.865
O 1.548 3.793 1.362
H -2.094 -1.606 3.073
H -2.037 -1.416 4.656
O -1.586 -1.157 3.733
H 0.856 3.115 2.596
H 0.704 2.511 4.336
O 0.915 2.387 3.380
H -0.022 4.932 -2.296
H 0.428 3.745 -3.197
O -0.185 3.982 -2.439
H 2.335 -3.386 -0.563
H 1.548 -4.666 -0.511
O 1.393 -3.717 -0.445
H 4.758 -2.557 -1.030
H 4.688 -1.190 -1.429
O 4.162 -1.922 -1.263
H -0.998 0.489 -3.667
H -0.893 0.919 -5.223
O -0.597 1.119 -4.351
H 2.647 -0.203 4.112
H 2.543 0.906 3.168
O 2.871 -0.005 3.211
H -0.755 -3.362 -3.477
H 0.047 -3.125 -2.204
O -0.489 -2.756 -2.792
H -1.349 4.958 -0.184
H -0.804 3.532 -0.639
O -0.707 4.178 0.076

---

A 11-piece molecular cluster, C5H35N2O11 overall at a distorted geometry, computed with wB97M-V/def2-TZVPD.

ΔE to the lowest compared entry with this formula, charge and spin, kcal per mole: 76.2
F_max, eV/Å: 2.69
HOMO level, eV: -12.54
Charge: +1
HOMO-LUMO gap, Ha: 0.373

Geometry (Å):
C 0.770 -2.573 0.288
O 0.207 -2.963 1.543
C -0.054 -1.326 -0.184
C 0.789 -0.089 -0.143
C 0.054 1.140 -0.702
C -0.280 1.031 -2.153
N -1.470 1.851 -2.517
N -1.302 -1.093 0.629
H 0.568 -3.444 -0.367
H 1.845 -2.596 0.392
H 0.672 -2.708 2.344
H -0.425 -1.776 -1.127
H 1.727 -0.300 -0.700
H 0.974 0.045 0.924
H -0.780 1.476 -0.082
H 0.647 2.034 -0.481
H -0.457 0.054 -2.615
H 0.583 1.480 -2.649
H -1.121 2.762 -2.790
H -1.992 1.421 -3.264
H -1.971 -0.430 0.166
H -1.778 -1.968 0.938
H -1.193 -0.544 1.485
H 2.088 -1.155 -4.100
H 0.774 -1.637 -3.523
O 1.652 -1.940 -3.755
H -1.076 5.005 0.030
H -1.244 3.524 0.025
O -1.448 4.296 -0.509
H 2.739 -2.721 -2.239
H 3.603 -1.674 -1.548
O 2.997 -2.399 -1.351
H -5.149 -0.970 0.230
H -4.424 -1.504 -0.988
O -4.448 -1.571 -0.030
H 3.720 2.266 2.200
H 4.086 1.157 1.285
O 4.436 1.995 1.612
H -4.017 1.432 -0.425
H -2.609 1.476 -0.919
O -3.190 0.943 -0.342
H -1.944 2.178 2.525
H -0.728 1.918 3.331
O -1.085 1.741 2.455
H 2.802 3.448 -1.050
H 3.583 3.064 0.287
O 2.721 3.082 -0.161
H -2.915 -3.866 1.948
H -2.659 -2.886 3.142
O -2.581 -3.005 2.194
H 3.237 -1.608 3.028
H 2.581 -0.956 4.328
O 2.487 -1.119 3.385

---

A 12-piece molecular cluster, C5H35N3O11 overall at a distorted geometry, computed with wB97M-V/def2-TZVPD.

ΔE to the lowest compared entry with this formula, charge and spin, kcal per mole: 0.2
F_max, eV/Å: 4.66
HOMO level, eV: -9.52
HOMO-LUMO gap, Ha: 0.361

Geometry (Å):
C 0.548 -1.459 2.726
C -0.242 -1.114 1.456
C -0.180 -2.295 0.436
C 0.092 -1.831 -1.003
N -2.918 -1.104 -0.873
C -2.208 -1.723 -1.911
N -0.965 -2.010 -1.982
N -1.678 -0.824 1.748
H 0.228 -2.386 3.212
H 0.498 -0.659 3.453
H 1.625 -1.640 2.476
H 0.194 -0.170 0.991
H -1.099 -2.886 0.464
H 0.606 -3.049 0.781
H 0.482 -0.764 -1.017
H 0.976 -2.408 -1.411
H -2.515 -1.044 0.089
H -3.906 -1.174 -0.938
H -2.885 -1.947 -2.806
H -1.816 0.138 2.058
H -2.035 -1.395 2.414
H 3.192 -0.452 -0.085
H 2.524 -1.854 0.222
O 3.256 -1.408 -0.263
H 1.558 2.996 1.395
H 2.833 2.213 1.871
O 2.480 3.152 1.808
H -3.315 -4.238 1.382
H -3.125 -2.785 1.045
O -3.418 -3.351 1.701
H 3.222 2.031 -0.311
H 1.751 1.536 0.007
O 2.657 1.220 -0.118
H 2.721 0.551 -1.759
H 2.977 -0.797 -2.150
O 2.676 -0.022 -2.509
H -0.427 1.117 -2.519
H -1.386 0.540 -1.420
O -0.969 1.352 -1.709
H -0.085 2.011 -0.486
H -0.353 2.271 1.009
O 0.317 2.400 0.402
H -2.474 2.205 0.979
H -2.165 2.883 2.356
O -1.920 2.142 1.849
H 3.424 3.740 0.432
H 4.860 3.620 -0.119
O 3.945 3.555 -0.390
H 1.252 0.130 -3.388
H -0.036 -0.640 -3.702
O 0.303 0.198 -3.707
H -2.486 2.218 -1.152
H -3.353 1.117 -0.562
O -3.237 2.094 -0.477

---

A 12-piece molecular cluster, C5H35NO12 overall at a distorted geometry, computed with wB97M-V/def2-TZVPD.

ΔE to the lowest compared entry with this formula, charge and spin, kcal per mole: 137.8
F_max, eV/Å: 7.27
HOMO level, eV: -9.12
HOMO-LUMO gap, Ha: 0.343

Geometry (Å):
C 1.160 0.837 -1.179
N -0.104 0.234 -0.529
C -1.299 0.543 -1.399
C -2.473 0.864 -0.357
C -2.645 2.344 -0.229
O -2.275 0.256 0.871
C -1.752 -0.715 -2.354
H 1.101 0.803 -2.272
H 1.965 0.324 -0.623
H 1.188 1.909 -0.874
H -0.054 -0.839 -0.563
H -1.124 1.474 -2.042
H -3.321 0.377 -0.666
H -3.532 2.759 0.319
H -2.793 2.987 -1.221
H -1.758 2.639 0.383
H -1.334 0.471 1.390
H -1.528 -1.776 -2.155
H -2.848 -0.972 -2.589
H -1.406 -0.469 -3.354
H -0.626 2.747 -1.545
H 0.393 3.781 -1.455
O -0.065 3.380 -2.078
H 0.671 3.246 0.971
H 0.937 4.658 0.828
O 1.087 3.806 0.405
H -3.271 -2.039 1.971
H -2.309 -1.352 1.020
O -2.383 -2.185 1.590
H 1.671 -0.047 -4.422
H 2.095 1.127 -3.575
O 2.418 0.251 -3.955
H -0.254 1.961 2.392
H -0.826 3.104 3.167
O -0.235 2.885 2.535
H 0.582 -0.029 1.447
H 0.312 -0.141 3.007
O 0.122 0.317 2.158
H -0.596 -2.230 2.729
H 0.154 -3.074 3.556
O 0.059 -2.072 3.321
H 3.132 -3.356 1.412
H 2.045 -3.201 2.516
O 2.300 -3.830 1.825
H 3.282 -1.135 0.371
H 4.435 -1.967 0.079
O 3.929 -1.593 0.776
H 0.875 -3.453 0.833
H -0.404 -4.014 0.429
O 0.135 -3.185 0.418
H 1.159 -2.447 -0.659
H 2.162 -2.132 -1.729
O 1.847 -1.832 -0.893

---

A 13-piece molecular cluster, C5H35NO12 overall at a distorted geometry, computed with wB97M-V/def2-TZVPD.

ΔE to the lowest compared entry with this formula, charge and spin, kcal per mole: 178.5
F_max, eV/Å: 7.46
HOMO level, eV: -9.25
HOMO-LUMO gap, Ha: 0.340

Geometry (Å):
C -2.077 -0.252 0.392
N -0.613 -0.455 0.764
C 0.058 -1.474 -0.350
C 1.512 -1.880 0.024
C 1.997 -1.601 1.374
C 3.185 -1.309 1.826
H -2.316 0.839 0.243
H -2.685 -0.638 1.186
H -2.310 -0.647 -0.548
H -0.437 -0.946 1.678
H 0.073 -0.793 -1.214
H -0.618 -2.341 -0.568
H 2.082 -1.236 -0.599
H 1.941 -3.024 -0.162
H 1.219 -1.527 2.086
H 4.072 -1.040 1.125
H 3.525 -1.332 2.930
H 2.224 3.936 0.181
H 3.552 3.044 0.170
O 2.755 3.245 -0.266
H 0.385 -3.125 1.462
H -0.087 -4.515 1.613
O 0.557 -3.948 1.756
H -0.564 3.481 0.998
H -1.070 4.621 -0.103
O -0.550 4.415 0.705
H 1.258 0.733 -0.913
H 1.894 2.048 -1.735
O 1.396 1.132 -1.771
H 0.572 1.609 -4.456
H 0.112 1.520 -2.968
O -0.231 1.575 -3.890
H -3.511 1.279 -2.730
H -2.179 0.474 -2.488
O -2.993 0.934 -2.019
H -1.556 -1.778 -4.347
H -0.090 -1.584 -4.303
O -0.817 -2.026 -3.986
H -1.413 -1.411 4.345
H -0.923 -0.326 3.598
O -1.639 -0.930 3.631
H -1.684 2.501 -0.986
H -0.174 1.950 -1.038
O -0.858 2.356 -0.529
H 0.004 -4.049 -2.833
H -0.843 -3.092 -2.293
O -0.841 -4.010 -2.379
H -1.723 1.584 2.449
H -0.690 1.640 1.352
O -0.856 2.020 2.271
H 1.108 1.713 3.309
H -0.028 1.514 3.955
O 0.896 1.128 4.053

---

A 13-piece molecular cluster, C5H35NO14 overall at a distorted geometry, computed with wB97M-V/def2-TZVPD.

ΔE to the lowest compared entry with this formula, charge and spin, kcal per mole: 41.6
F_max, eV/Å: 1.89
HOMO level, eV: -9.80
HOMO-LUMO gap, Ha: 0.362

Geometry (Å):
O -0.247 1.834 -1.648
C -0.822 0.788 -1.462
O -1.373 0.055 -2.420
C -0.953 0.116 -0.087
C -0.112 -1.176 -0.070
C -0.327 -2.009 1.210
C -1.505 -2.948 1.049
N -0.563 1.005 0.968
H -1.378 0.475 -3.295
H -2.018 -0.157 -0.100
H -0.351 -1.731 -0.979
H 0.899 -0.804 -0.287
H 0.628 -2.328 1.616
H -0.588 -1.246 1.961
H -2.468 -2.422 0.951
H -1.634 -3.638 1.880
H -1.523 -3.354 0.045
H 0.447 0.973 1.094
H -0.841 1.977 0.892
H 0.574 0.135 -5.581
H 1.212 0.557 -4.226
O 0.445 0.111 -4.631
H 3.742 -2.173 -1.780
H 2.889 -1.840 -0.490
O 2.988 -1.690 -1.436
H 2.462 -0.600 1.075
H 2.182 -0.874 2.559
O 2.548 -1.273 1.757
H -2.251 -2.276 -1.701
H -2.325 -3.510 -2.556
O -2.624 -3.165 -1.708
H 3.706 0.349 -4.138
H 3.022 0.174 -2.790
O 2.952 0.653 -3.625
H 0.830 -2.275 -2.270
H -0.001 -1.596 -3.456
O 0.088 -2.362 -2.877
H 0.632 -0.007 3.063
H 0.855 0.137 4.520
O 1.330 0.245 3.688
H -3.226 3.364 1.558
H -2.891 4.460 0.603
O -2.588 3.582 0.860
H 2.412 2.482 -1.882
H 1.363 2.820 -0.815
O 2.267 3.015 -1.096
H -2.450 0.325 3.929
H -1.491 0.683 2.662
O -1.883 0.972 3.508
H 2.015 1.672 2.232
H 2.668 2.318 0.791
O 2.343 1.593 1.335
H -2.253 3.020 3.701
H -3.624 2.377 4.072
O -3.186 3.186 3.826